No. 1
C8H16N2O | ωB97M-V with the def2-TZVPD basis set

## Properties
lowest unoccupied orbital energy = 0.745 eV
energy relative to the best compared isomer or geometry (same formula, charge and spin) = 55.13 kcal per mole
highest occupied orbital energy = -9.22 eV
gap between HOMO and LUMO = 9.96 eV

CARTESIAN COORDINATES (ANGSTROEM)
H: 0.591 -3.772 -0.351
N: 0.566 -2.963 0.232
C: 0.003 -2.001 -0.386
C: -0.188 -0.777 0.337
N: -1.663 -0.402 0.431
C: -2.448 -0.258 1.688
C: -2.284 -0.114 -0.741
O: -3.424 0.307 -0.835
C: 0.619 0.408 -0.320
C: 1.940 0.140 0.326
C: 0.017 1.775 0.129
C: 0.850 0.387 -1.809
H: -0.363 -2.060 -1.388
H: 0.210 -0.915 1.375
H: -3.399 0.137 1.454
H: -2.469 -1.247 2.121
H: -1.700 0.442 2.210
H: -1.657 -0.255 -1.740
H: 2.350 -0.794 0.082
H: 1.755 0.326 1.300
H: 2.692 0.892 0.069
H: -0.850 1.979 -0.367
H: 0.607 2.623 -0.203
H: -0.317 1.857 1.081
H: -0.045 0.518 -2.322
H: 1.647 1.144 -2.154
H: 1.227 -0.505 -2.219

Results of the Löwdin charge analysis, in e, for atoms 1 through 6: number 1, H, carries 0.0397; number 2, N, carries 0.1472; number 3, C, carries -0.2162; number 4, C, carries -0.2414; number 5, N, carries -0.1028; number 6, C, carries 0.0141


No. 2
C7H14OSi | ωB97M-V with the def2-TZVPD basis set

## Properties
lowest unoccupied orbital energy (alpha / beta) = -0.238 / 0.109 eV
energy relative to the best compared isomer or geometry (same formula, charge and spin) = 102.54 kcal per mole
highest occupied orbital energy (alpha / beta) = -7.33 / -7.48 eV
gap between HOMO and LUMO (alpha / beta) = 7.09 / 7.59 eV

CARTESIAN COORDINATES (ANGSTROEM)
C: -1.223 2.167 1.004
C: -0.906 1.826 -0.312
C: -2.028 -0.522 1.058
C: -0.416 0.215 -2.131
C: 2.440 0.010 0.751
C: 0.829 -2.312 -0.198
C: -0.226 0.665 -0.681
O: -2.669 -1.520 1.095
Si: 0.573 -0.556 0.546
H: -2.036 2.949 1.158
H: -0.448 1.935 1.742
H: -1.265 2.445 -1.125
H: -2.146 0.572 1.437
H: -1.524 0.292 -2.414
H: -0.159 -0.824 -2.226
H: 0.304 0.775 -2.751
H: 2.776 0.320 1.824
H: 3.154 -0.801 0.540
H: 2.738 0.861 0.108
H: 1.408 -2.126 -1.044
H: 1.284 -2.993 0.428
H: -0.056 -2.655 -0.563
H: -0.404 -0.722 1.754

Results of the Löwdin charge analysis, in e, for atoms 1 through 6: number 1, C, carries -0.0943; number 2, C, carries -0.2562; number 3, C, carries -0.1596; number 4, C, carries -0.1099; number 5, C, carries -0.2155; number 6, C, carries -0.1710


No. 3
C14H33N5O5P | ωB97M-V with the def2-TZVPD basis set

## Properties
lowest unoccupied orbital energy = -6.169 eV
highest occupied orbital energy = -11.50 eV
charge = +1
gap between HOMO and LUMO = 5.34 eV

CARTESIAN COORDINATES (ANGSTROEM)
C: 2.216 -2.467 3.885
C: 3.406 -1.666 3.395
C: 3.795 -1.858 1.789
N: 3.078 -0.845 0.926
C: 3.668 0.545 1.024
N: 5.049 0.643 1.105
N: 2.703 1.711 0.969
C: 1.703 1.689 2.102
C: 0.375 0.859 1.513
C: -1.011 1.225 2.317
C: -2.239 1.124 1.186
C: -3.554 0.320 1.749
C: -4.020 -0.848 0.658
C: 3.394 3.045 0.810
O: 3.581 3.351 -0.648
N: 4.706 2.781 -1.113
O: 4.329 2.187 -2.140
P: 2.848 -1.397 -0.759
N: 1.631 -0.464 -1.374
O: 4.232 -1.125 -1.786
O: 2.328 -3.050 -0.909
H: 1.345 -2.022 4.529
H: 2.193 -3.605 3.529
H: 4.003 -1.006 4.154
H: 3.343 -2.922 1.493
H: 4.951 -1.946 1.597
H: 5.582 0.643 2.008
H: 5.642 0.698 0.225
H: 2.174 1.105 3.017
H: 1.292 2.734 2.429
H: 0.257 1.124 0.371
H: 0.578 -0.302 1.699
H: -1.222 0.334 3.067
H: -0.964 2.270 2.846
H: -1.837 0.529 0.235
H: -2.488 2.215 0.783
H: -3.377 -0.168 2.798
H: -4.433 1.089 1.833
H: -3.033 -1.370 0.268
H: -4.570 -0.382 -0.273
H: -4.732 -1.640 1.145
H: 4.382 3.176 1.424
H: 2.658 3.902 1.195
H: 2.022 0.078 -2.197
H: 3.860 -1.175 -2.739
H: 2.935 -3.441 -1.631
C: -5.148 -1.421 -3.141
C: -5.792 -0.423 -4.090
C: -4.848 -0.043 -5.219
O: -6.157 0.749 -3.366
H: -4.250 -0.998 -2.677
H: -5.835 -1.676 -2.326
H: -4.870 -2.341 -3.665
H: -6.711 -0.850 -4.506
H: -3.939 0.429 -4.829
H: -5.320 0.685 -5.887
H: -4.561 -0.922 -5.806
H: -5.347 1.136 -2.992

Results of the Löwdin charge analysis, in e, for atoms 1 through 6: number 1, C, carries 0.0166; number 2, C, carries -0.1278; number 3, C, carries -0.2330; number 4, N, carries -0.1233; number 5, C, carries -0.1671; number 6, N, carries 0.1239


No. 4
C3H3N2O | ωB97M-V with the def2-TZVPD basis set

## Properties
lowest unoccupied orbital energy = -8.612 eV
energy relative to the best compared isomer or geometry (same formula, charge and spin) = 90.82 kcal per mole
highest occupied orbital energy = -16.95 eV
charge = +1
gap between HOMO and LUMO = 8.34 eV

CARTESIAN COORDINATES (ANGSTROEM)
O: 2.738 -1.083 -1.196
N: 1.735 -0.543 -0.959
C: 0.839 -0.836 0.308
C: -0.164 0.017 0.191
C: 0.057 0.753 -1.077
N: 1.146 0.403 -1.677
H: 1.171 -1.598 0.984
H: -1.009 0.187 0.835
H: -0.603 1.495 -1.505

Results of the Löwdin charge analysis, in e, for atoms 1 through 6: number 1, O, carries 0.3240; number 2, N, carries -0.1535; number 3, C, carries 0.1346; number 4, C, carries 0.0389; number 5, C, carries 0.0651; number 6, N, carries 0.1576


No. 5
C38H41CeCl3N2OPSi3 | ωB97M-V with the def2-TZVPD basis set

## Properties
lowest unoccupied orbital energy (alpha / beta) = -1.430 / -0.981 eV
multiplicity = 2
highest occupied orbital energy (alpha / beta) = -5.48 / -7.12 eV
gap between HOMO and LUMO (alpha / beta) = 4.05 / 6.14 eV
⟨S²⟩ = 1.09

CARTESIAN COORDINATES (ANGSTROEM)
Ce: -0.005 1.287 0.331
O: -1.755 1.340 2.191
C: -1.993 0.443 1.344
C: -2.991 -0.565 1.260
C: -4.277 -0.386 1.825
C: -5.227 -1.415 1.811
C: -4.850 -2.655 1.300
C: -3.560 -2.917 0.834
C: -2.629 -1.877 0.792
P: -0.965 -2.029 0.166
C: 0.158 -2.233 1.511
C: 1.486 -1.572 1.676
C: 2.137 -1.632 3.059
C: 1.489 -2.524 4.096
C: 0.327 -3.159 3.776
C: -0.269 -3.144 2.462
C: -0.996 -3.668 -0.585
C: -0.058 -4.735 -0.423
C: -0.194 -5.899 -1.203
C: -1.112 -5.992 -2.227
C: -1.837 -4.853 -2.572
C: -1.822 -3.693 -1.762
H: -4.547 0.577 2.230
H: -6.182 -1.225 2.331
H: -5.585 -3.483 1.313
H: -3.375 -3.863 0.321
H: 2.175 -1.818 0.866
H: 3.204 -1.733 2.913
H: 1.871 -2.627 5.099
H: -0.245 -3.660 4.608
H: -1.112 -3.801 2.279
H: 0.813 -4.675 0.193
H: 0.421 -6.793 -0.962
H: -1.168 -6.958 -2.762
H: -2.432 -4.840 -3.452
H: -2.354 -2.769 -2.104
C: 2.308 0.587 -4.730
Si: 1.644 0.129 -3.017
C: 3.208 -0.134 -2.097
C: 0.432 -1.266 -2.887
C: 0.797 1.631 -2.347
C: 1.645 2.574 -1.757
C: 2.721 3.262 -2.521
C: 3.516 4.212 -1.896
C: 3.338 4.444 -0.474
C: 2.359 3.760 0.194
N: 1.588 2.867 -0.415
Si: -0.812 1.993 -3.216
C: -2.301 1.435 -2.269
C: -1.214 1.214 -4.872
C: -0.588 3.873 -3.447
H: 2.519 -0.286 -5.371
H: 3.308 1.125 -4.553
H: 1.665 1.245 -5.283
H: 3.653 -1.091 -2.413
H: 3.097 -0.250 -1.001
H: 3.985 0.642 -2.339
H: 0.810 -2.140 -2.312
H: 0.137 -1.623 -3.899
H: -0.493 -0.983 -2.358
H: 2.926 3.094 -3.614
H: 4.304 4.776 -2.355
H: 3.898 5.258 0.043
H: 2.065 3.935 1.226
H: -2.155 1.019 -1.268
H: -2.841 0.716 -2.883
H: -3.040 2.224 -2.123
H: -1.673 0.210 -4.795
H: -0.317 1.167 -5.533
H: -1.907 1.851 -5.426
H: -0.299 4.355 -2.503
H: -1.490 4.361 -3.838
H: 0.212 3.971 -4.211
N: 1.388 0.035 1.837
C: 1.771 -0.128 3.143
C: 1.562 0.665 4.315
C: 1.906 0.207 5.648
C: 1.817 1.155 6.686
C: 1.403 2.493 6.500
C: 0.955 2.847 5.236
C: 1.118 2.000 4.171
H: 2.342 -0.772 5.799
H: 2.123 0.804 7.684
H: 1.465 3.235 7.278
H: 0.517 3.853 5.000
H: 0.929 2.357 3.147
Cl: -3.873 3.280 1.712
Si: -2.059 3.680 0.758
Cl: -2.282 5.084 -0.826
Cl: -0.632 4.597 1.945

Results of the Löwdin charge analysis, in e, for atoms 1 through 6: number 1, Ce, carries 0.9442; number 2, O, carries -0.1535; number 3, C, carries -0.4066; number 4, C, carries -0.1884; number 5, C, carries 0.0051; number 6, C, carries -0.0542


No. 6
C20H25N3O4S | ωB97M-V with the def2-TZVPD basis set

## Properties
lowest unoccupied orbital energy = 0.301 eV
energy relative to the best compared isomer or geometry (same formula, charge and spin) = 24.44 kcal per mole
highest occupied orbital energy = -8.38 eV
gap between HOMO and LUMO = 8.68 eV

CARTESIAN COORDINATES (ANGSTROEM)
C: 3.947 6.529 -1.704
C: 3.026 5.705 -0.813
C: 3.071 4.221 -1.170
C: 2.148 3.395 -0.278
C: 2.200 1.913 -0.640
N: 1.334 1.143 0.238
C: 0.109 0.722 -0.218
O: -0.205 0.777 -1.393
N: -0.696 0.221 0.766
C: -1.849 -0.598 0.643
O: -2.270 -1.134 1.641
N: -2.324 -0.676 -0.612
C: -3.413 -1.415 -1.089
C: -4.178 -2.225 -0.258
C: -5.246 -2.939 -0.771
C: -5.559 -2.850 -2.115
C: -4.797 -2.042 -2.942
C: -3.722 -1.316 -2.454
C: -2.919 -0.442 -3.372
S: 1.964 0.582 1.718
O: 3.327 0.999 1.760
O: 1.086 0.993 2.776
C: 1.850 -1.189 1.497
C: 0.978 -1.935 2.266
C: 0.867 -3.295 2.026
C: 1.628 -3.886 1.030
C: 2.510 -3.127 0.275
C: 2.623 -1.767 0.507
H: 4.977 6.194 -1.601
H: 3.658 6.428 -2.748
H: 3.900 7.581 -1.435
H: 3.321 5.832 0.231
H: 2.002 6.070 -0.915
H: 2.777 4.091 -2.214
H: 4.094 3.855 -1.063
H: 1.120 3.750 -0.378
H: 2.444 3.503 0.767
H: 3.216 1.537 -0.516
H: 1.864 1.747 -1.667
H: -0.407 0.380 1.728
H: -1.803 -0.142 -1.307
H: -3.931 -2.288 0.788
H: -5.833 -3.563 -0.115
H: -6.392 -3.404 -2.521
H: -5.044 -1.971 -3.992
H: -3.306 -0.508 -4.386
H: -2.965 0.601 -3.059
H: -1.871 -0.741 -3.389
H: 0.395 -1.454 3.035
H: 0.182 -3.886 2.613
H: 1.536 -4.945 0.841
H: 3.106 -3.593 -0.495
H: 3.302 -1.151 -0.061

Results of the Löwdin charge analysis, in e, for atoms 1 through 6: number 1, C, carries -0.1182; number 2, C, carries -0.2748; number 3, C, carries -0.2260; number 4, C, carries -0.1827; number 5, C, carries -0.1808; number 6, N, carries -0.1083